No. 1
Entry from the Open Molecules 2025 dataset: a 3-piece molecular cluster, C5H15NO2 overall at a distorted geometry (ωB97M-V with the def2-TZVPD basis set).

XYZ file:
```
23
Properties=species:S:1:pos:R:3:nbo_charge:R:1
C -0.73246 -1.06278 -0.12723 -0.430
N 0.21143 -1.68782 0.78040 -0.438
C 0.61070 -0.72030 1.92264 -0.231
C 2.13001 -0.61100 1.85320 -0.429
C 2.43923 -0.85418 0.35173 -0.427
C 1.47391 -1.99194 0.09227 -0.233
H -0.40115 -0.25550 -0.81395 0.165
H -1.45017 -0.50647 0.49250 0.198
H -1.33230 -1.86264 -0.63029 0.203
H 0.11864 0.21260 1.63239 0.183
H 0.20779 -1.12930 2.85355 0.205
H 2.55803 -1.39059 2.49822 0.208
H 2.55394 0.34922 2.10626 0.218
H 3.48531 -1.19576 0.23068 0.213
H 2.30845 -0.07082 -0.39759 0.208
H 1.36108 -2.17649 -0.97749 0.198
H 1.77052 -2.94778 0.57520 0.189
H -4.36514 0.24758 -1.50892 0.471
H -4.04929 -1.16123 -2.07209 0.471
O -4.43476 -0.69373 -1.33120 -0.941
H -1.87553 6.46996 -1.86714 0.462
H -1.23532 6.93116 -3.07414 0.462
O -1.35293 6.10780 -2.58899 -0.924
```

Its total energy is -11012.2584 eV. The SMILES is CN1CCCC1.O.O. The value obtained for the relative energy (zero: lowest compared OMol25 entry of this formula, charge and spin) is 38.92 kcal/mol.

No. 2
Entry from the Open Molecules 2025 dataset: a 2-piece molecular cluster, C7H6ClO3 overall at a distorted geometry (ωB97M-V with the def2-TZVPD basis set).

XYZ file:
```
17
Properties=species:S:1:pos:R:3:nbo_charge:R:1
C -0.25349 1.35395 1.86412 -0.604
C 0.95329 1.53132 2.24484 0.728
C -0.57494 0.63673 0.56625 0.497
C -2.48944 -0.50975 -0.43349 0.374
C 1.38151 -0.89821 -2.12570 -0.442
C 2.11943 -0.83133 -1.05473 -0.204
C -1.80242 -0.00994 0.67041 -0.584
O 2.05579 1.84239 2.59578 -0.511
O 0.12266 0.87555 -0.46409 -0.721
O -3.61835 -1.02667 -0.69322 -0.690
Cl 3.39792 -1.99806 -0.80296 -0.097
H -0.97687 1.53385 2.62904 0.261
H -1.84469 -0.39525 -1.33344 0.079
H 1.24773 -1.70299 -2.85686 0.203
H 0.56309 -0.08924 -2.12188 0.275
H 2.07075 -0.09295 -0.24535 0.243
H -2.35197 -0.21942 1.56127 0.193
```

Its total energy is -26019.9816 eV. The value obtained for the relative energy (zero: lowest compared OMol25 entry of this formula, charge and spin) is 6.20 kcal/mol. The total charge is -1.

No. 3
Entry from the Open Molecules 2025 dataset: C17H14ClIN2O4SV as an isolated structure at a distorted geometry (ωB97M-V with the def2-TZVPD basis set).

XYZ file:
```
41
Properties=species:S:1:pos:R:3:nbo_charge:R:1
V -2.18183 2.98915 -0.97514 1.429
I -2.82903 5.85865 4.40558 0.314
C -1.82935 4.56379 3.14695 -0.228
C -0.62252 3.99487 3.56921 -0.102
C -0.04297 3.02750 2.69410 -0.226
C -0.53332 2.77352 1.47369 0.027
N -1.66610 3.39451 1.03994 -0.513
C -2.31466 4.27124 1.88133 0.055
H -0.26900 4.15791 4.60241 0.268
H 0.79122 2.45354 3.10740 0.250
H -0.14056 1.94287 0.97004 0.220
H -3.29602 4.58809 1.56570 0.238
S -5.17481 -0.40803 -1.66700 0.628
C -5.73030 1.05343 -2.34300 -0.414
C -4.91035 2.06484 -2.12188 -0.049
N -3.79564 1.69368 -1.41670 -0.563
C -3.81610 0.41689 -1.10485 -0.147
H -6.81605 1.04318 -2.75452 0.308
H -5.15876 3.09565 -2.34782 0.265
H -2.89328 -0.05195 -0.67826 0.248
Cl 3.17801 4.04953 -2.24653 0.166
C 2.40749 2.95746 -3.36313 -0.590
C 1.12467 3.50981 -3.51130 0.951
O 0.17280 4.02098 -3.42854 -0.160
O -2.49013 4.36894 -1.61090 -0.397
H 2.35012 1.95017 -3.06739 0.312
H 2.85371 3.02162 -4.32495 0.321
O 1.33274 -5.48987 -2.07234 -0.270
C 2.02086 -5.80601 -1.19217 0.948
O -0.71921 2.60794 -1.50122 -0.611
C 2.83043 -5.98015 -0.07794 -0.333
C 2.69230 -7.12411 0.67040 -0.084
C 3.54173 -7.34277 1.74923 -0.195
C 4.43405 -6.37061 2.13669 -0.071
C 4.53643 -5.21837 1.36972 -0.204
C 3.77017 -4.97274 0.26766 -0.095
H 1.97999 -7.92510 0.50270 0.264
H 3.26120 -8.27033 2.31863 0.272
H 5.04416 -6.48991 3.04834 0.271
H 5.20047 -4.35743 1.55966 0.260
H 3.70745 -4.06243 -0.27378 0.237
```

Its total energy is -86144.1005 eV. The value obtained for the relative energy (zero: lowest compared OMol25 entry of this formula, charge and spin) is 14.80 kcal/mol. The total charge is +3.

No. 4
Entry from the Open Molecules 2025 dataset: C30H28Br2CoN2OSi2 as an isolated structure at a distorted geometry (ωB97M-V with the def2-TZVPD basis set).

XYZ file:
```
66
Properties=species:S:1:pos:R:3:mulliken_spin:R:1
Co -0.40547 0.11892 -0.19784 0.030
C 2.32036 2.32835 0.20711 0.002
Si 1.36623 0.89823 1.03548 -0.017
C 2.71769 -0.39024 1.43829 -0.001
C 0.92480 1.62427 2.73932 -0.005
C 1.76922 1.98404 3.79823 -0.002
C 1.24558 2.51364 4.97480 0.001
C -0.12734 2.69717 5.10286 0.000
C -0.97839 2.35136 4.05565 -0.001
C -0.46795 1.80836 2.86857 0.006
Si -1.43683 1.30001 1.29724 -0.041
C -2.99223 0.44440 1.96660 -0.003
C -1.98610 2.97342 0.59383 -0.002
H 3.05343 2.74027 0.91580 0.000
H 1.63974 3.13290 -0.08782 0.000
H 2.86517 1.99774 -0.68958 0.001
H 3.59949 0.11395 1.86239 0.001
H 3.03967 -0.92119 0.53555 0.000
H 2.36816 -1.13611 2.15833 0.005
H 2.84645 1.84344 3.70857 0.000
H 1.90476 2.78129 5.79612 0.000
H -0.53282 3.10712 6.02393 0.000
H -2.05103 2.49989 4.17005 0.001
H -3.55679 1.11115 2.63886 0.001
H -2.73109 -0.46807 2.51609 -0.002
H -3.64186 0.15797 1.13082 0.002
H -2.50855 3.57026 1.35742 -0.001
H -2.65590 2.81157 -0.25930 0.000
H -1.12621 3.54444 0.22962 0.001
Br 0.20772 4.02434 -3.43342 0.000
C 0.98080 2.28817 -3.41809 -0.005
C 1.85767 1.90977 -4.43738 0.001
C 2.41215 0.65724 -4.46329 -0.001
Br 3.57653 0.20872 -5.90648 0.000
C 2.12997 -0.29479 -3.45313 0.002
C 2.61517 -1.61985 -3.39471 0.006
C 2.23232 -2.42299 -2.36310 -0.016
C 1.39556 -1.91890 -1.35506 0.033
N 0.94771 -0.68980 -1.36759 0.005
C 1.26991 0.11212 -2.40767 -0.012
C 0.63420 1.42472 -2.36625 0.000
O -0.17034 1.66690 -1.42514 0.015
H 2.08693 2.61841 -5.22130 0.001
H 3.26993 -1.98397 -4.17430 0.002
H 2.57526 -3.44753 -2.30424 0.000
H 1.08340 -2.53472 -0.51642 0.007
C -0.49744 -2.95638 2.75564 0.059
C -1.12206 -4.04441 2.05678 0.304
C -1.52375 -3.78403 0.75762 -0.150
C -1.31246 -2.56222 0.13287 0.315
N -0.62345 -1.51798 0.80570 0.273
C -0.29787 -1.77666 2.09922 -0.007
C -1.81167 -2.16383 -1.15901 -0.069
C -2.47886 -3.00661 -2.06465 0.106
C -2.94381 -2.51714 -3.27945 -0.077
C -2.75370 -1.18103 -3.61113 0.122
C -2.08270 -0.34337 -2.70874 -0.075
C -1.59586 -0.79575 -1.48617 0.079
H -0.18040 -3.04748 3.78682 0.003
H -1.30710 -4.99904 2.53139 0.047
H -2.05374 -4.55184 0.19958 0.011
H 0.16956 -0.95692 2.63554 0.025
H -2.63464 -4.05638 -1.82207 0.015
H -3.45624 -3.18108 -3.96979 -0.004
H -3.12071 -0.79414 -4.55884 0.014
H -1.94017 0.69989 -2.98070 -0.003
```

Its total energy is -230061.6007 eV. The value obtained for the relative energy (zero: lowest compared OMol25 entry of this formula, charge and spin) is 2.71 kcal/mol. Its spin multiplicity is 2. The expectation value of S² is 0.783. The total charge is -2.

No. 5
Entry from the Open Molecules 2025 dataset: one molecule with the formula C5H9N3O at a distorted geometry (ωB97M-V with the def2-TZVPD basis set).

XYZ file:
```
18
Properties=species:S:1:pos:R:3:nbo_charge:R:1
C -0.73933 -1.96245 -0.80082 -0.670
C 0.28703 -0.87506 -0.45282 0.164
C -0.01443 -0.11174 0.88979 -0.058
C 0.64328 1.36747 0.95338 -0.363
C -1.99089 1.18030 0.50586 0.540
H -0.56848 -2.41161 -1.85536 0.231
H -1.77539 -1.57279 -0.73183 0.250
H -0.81076 -2.87720 -0.09858 0.219
H 2.95678 0.25181 -1.52941 0.361
H 2.36821 0.93438 0.02277 0.353
H 0.09598 -0.60770 1.80685 0.214
H 0.64413 1.70670 -0.17034 0.231
H 1.10012 2.03733 1.76447 0.247
H -2.11558 2.20540 0.33936 0.124
N 1.37724 -0.78125 -1.16111 -0.201
N 2.14517 0.30443 -1.02471 -0.633
N -0.77037 0.92934 1.25061 -0.449
O -2.83272 0.28263 0.29189 -0.558
```

Its total energy is -11843.2371 eV. The SMILES is C/C(=N/N)[C@H]1CN1C=O. The value obtained for the relative energy (zero: lowest compared OMol25 entry of this formula, charge and spin) is 142.31 kcal/mol.